Entry from the Open Molecules 2025 dataset: a structure of composition C22H33BiN4O4SSe2SiTe3 at a distorted geometry (ωB97M-V with the def2-TZVPD basis set).

Element x y z (Å)
Bi 1.0909 -0.9329 -0.8272
C 3.5799 3.2304 -1.0867
O 2.4858 3.6512 -0.2846
C 2.3539 3.0110 0.9231
C 2.4048 3.7841 2.0607
C 2.1946 3.2271 3.3209
C 1.9384 1.8799 3.4116
C 1.8710 1.0655 2.2706
C 1.5816 -0.3379 2.5070
N 1.2620 -1.2199 1.6379
N 1.0986 -2.5011 2.1522
C 0.6940 -3.3438 1.2357
O 0.4295 -3.1045 0.0110
C 0.5618 -4.7629 1.6977
C 0.0454 -5.0690 2.9520
C -0.0670 -6.3908 3.3581
C 0.3473 -7.4170 2.5191
C 0.8612 -7.1145 1.2649
C 0.9567 -5.7937 0.8524
C 2.0793 1.6203 0.9867
O 2.0820 0.9137 -0.1176
H 3.4564 3.7153 -2.0528
H 3.5784 2.1516 -1.2290
H 4.5245 3.5518 -0.6291
H 2.5862 4.8450 1.9372
H 2.2168 3.8483 4.2067
H 1.7642 1.4207 4.3794
H 1.6407 -0.6774 3.5438
H -0.2654 -4.2580 3.5968
H -0.4864 -6.6215 4.3301
H 0.2648 -8.4489 2.8394
H 1.1790 -7.9109 0.6025
H 1.3262 -5.5422 -0.1335
Se -2.4297 1.2058 -1.6335
Te -6.3451 0.6110 1.0457
Te -4.8714 0.2128 -1.1912
Se -1.5004 -0.6133 -0.4591
C -0.9186 4.3208 -2.4075
Te 0.1417 2.4819 -2.6589
C -0.2747 2.4058 -4.7423
H -1.9265 4.2155 -2.8105
H -0.4018 5.1418 -2.9022
H -0.9701 4.4966 -1.3338
H 0.0401 3.3365 -5.2102
H -1.3431 2.2511 -4.8944
H 0.2837 1.5712 -5.1504
C -3.1007 0.6361 3.3782
N -2.1203 1.6200 2.9688
C -2.3273 2.5469 2.0040
N -3.5937 2.8074 1.6491
S -0.9883 3.3194 1.3587
H -2.6514 0.0086 4.1475
H -3.4267 0.0035 2.5495
H -3.9890 1.1133 3.7955
H -1.1450 1.3907 3.0691
H -4.3209 2.0965 1.7611
H -3.6650 3.2900 0.7660
C 2.9940 -2.0794 -4.0456
Si 1.2184 -1.4173 -4.2022
C 1.0535 -0.7713 -5.9674
C 0.0768 -2.9066 -4.0522
O 0.8998 -0.3014 -3.0866
H 3.4342 -2.3032 -5.0221
H 3.0293 -2.9962 -3.4499
H 3.6287 -1.3390 -3.5519
H 1.2900 -1.5687 -6.6795
H 1.7382 0.0602 -6.1547
H 0.0367 -0.4297 -6.1720
H 0.3101 -3.6753 -4.7966
H -0.9653 -2.6038 -4.1799
H 0.1575 -3.3683 -3.0629

- HOMO energy (Ha) = -0.0429
- charge = -2
- Kohn-Sham gap (Ha) = 0.1859
- LUMO energy (Ha) = 0.1431

Entry from the Open Molecules 2025 dataset: a structure of composition C43H36AsN4O3PPd at a distorted geometry (ωB97M-V with the def2-TZVPD basis set).

Element x y z (Å)
Pd 1.7781 2.8138 -1.4703
C -0.7797 -1.0989 5.3085
O -0.4632 0.0564 6.0743
C -0.6777 1.2730 5.5513
C -0.4086 2.3416 6.4360
C -0.6666 3.6327 6.1078
C -1.1176 3.9278 4.8236
C -1.3745 2.8976 3.9048
C -1.1917 1.5622 4.2691
N -1.2525 5.3540 4.5978
N -1.2918 5.8281 3.4727
C -0.9603 5.3369 2.2671
C -1.8864 5.4246 1.2572
C -1.6695 4.7977 0.0560
C -0.4240 4.1840 -0.2658
O -0.1651 3.7524 -1.4115
C 0.5634 4.1391 0.7970
N 1.7388 3.5440 0.5065
C 2.7404 3.5357 1.3665
C 2.6129 4.1383 2.6199
C 1.4247 4.7302 2.9290
C 0.3508 4.7358 2.0245
H -0.4988 -1.9640 5.8933
H -0.1831 -1.1186 4.3796
H -1.8354 -1.1074 5.0657
H -0.0848 2.0461 7.4185
H -0.5367 4.4510 6.8041
H -1.7665 3.1169 2.9368
H -1.4570 0.7556 3.6012
H -2.8390 5.9326 1.4575
H -2.4311 4.8328 -0.7053
H 3.6171 3.0160 1.0026
H 3.4093 4.0945 3.3443
H 1.3209 5.1419 3.9253
O 5.7921 1.4960 -1.7703
C 4.6814 1.8822 -1.9005
N 3.5619 2.2578 -2.0155
C -0.5209 -0.6181 -0.2455
C 0.0116 -2.0335 -0.3647
As -1.3071 -3.5034 -0.3644
C -0.5380 -4.9831 -1.2978
C 0.8033 -5.0115 -1.7119
C 1.2124 -5.9918 -2.6083
C 0.3126 -6.9843 -3.0151
C -0.9849 -7.0128 -2.5396
C -1.4077 -5.9982 -1.6814
C -2.9061 -3.0598 -1.3433
C -2.8455 -2.9641 -2.7392
C -3.9547 -2.5259 -3.4371
C -5.1078 -2.1691 -2.7331
C -5.1649 -2.3184 -1.3710
C -4.0723 -2.7631 -0.6532
P 0.7632 0.4479 -1.1071
C 0.3361 0.1886 -2.8257
C 1.3052 0.4365 -3.8032
C 0.9662 0.5580 -5.1452
C -0.3774 0.4602 -5.5212
C -1.3358 0.1266 -4.5729
C -0.9757 -0.0068 -3.2407
C 2.3021 -0.3273 -0.5762
C 2.7050 -0.0156 0.7373
C 3.9592 -0.3271 1.1842
C 4.8312 -0.9968 0.3384
C 4.4138 -1.4138 -0.9104
C 3.1543 -1.0581 -1.3943
H -0.5542 -0.3452 0.8113
H -1.4970 -0.4601 -0.6786
H 0.7112 -2.2531 0.4212
H 0.5471 -2.2164 -1.3027
H 1.5301 -4.2804 -1.3890
H 2.2359 -6.0087 -2.9572
H 0.6601 -7.7600 -3.6887
H -1.6806 -7.7877 -2.8227
H -2.4489 -6.0032 -1.3804
H -1.9645 -3.2239 -3.3202
H -3.9210 -2.4439 -4.5161
H -5.9694 -1.7974 -3.2731
H -6.0856 -2.1427 -0.8339
H -4.1510 -2.9511 0.4011
H 2.3259 0.6619 -3.5294
H 1.7415 0.7796 -5.8693
H -0.6429 0.5760 -6.5718
H -2.3694 0.0132 -4.8988
H -1.7731 -0.2354 -2.5539
H 2.0457 0.5456 1.3793
H 4.2760 -0.0866 2.1829
H 5.8426 -1.2203 0.6246
H 5.1088 -1.9514 -1.5339
H 2.8249 -1.2842 -2.4174

- HOMO energy (alpha / beta) (Ha) = -0.4625 / -0.4856
- expectation value of S² = 6.06
- multiplicity = 5
- charge = +2
- Kohn-Sham gap (alpha / beta) (Ha) = 0.2603 / 0.1794
- LUMO energy (alpha / beta) (Ha) = -0.2023 / -0.3063

In the order shown, the computed relative energy (zero: lowest compared OMol25 entry of this formula, charge and spin) values come out to 1.058; 0.000 eV.
In the order shown, the computed electronic energy values come out to -214630.0400; -130866.5952 eV.